a:
Below is an isolated molecule of C3H6N4O, with properties calculated with wB97M-V/def2-TZVPD.

Structure (XYZ):
```
14
Properties=species:S:1:pos:R:3
N -1.57129 1.48306 0.35918
H 2.72288 0.63155 -1.20484
H -0.18788 -2.63496 -0.12503
C -0.56879 0.61266 0.22417
H 3.17082 1.34415 0.29754
C 1.90007 -0.19549 0.49519
H -2.54265 1.20208 0.45605
O -2.21615 -1.20332 -0.09203
H -2.63065 -0.78058 -0.85663
C 0.13114 -1.61207 -0.03581
N 2.67431 0.61547 -0.18902
N -0.87032 -0.63548 0.00514
N 1.34583 -1.26046 0.06631
H -1.35733 2.43341 0.59977
```

E_LUMO (hartree): 0.024
Kohn-Sham gap (eV): 7.64



b:
Below is an isolated molecule of C3H6N4O, with properties calculated with wB97M-V/def2-TZVPD.

Structure (XYZ):
```
14
Properties=species:S:1:pos:R:3
H -1.04081 -2.93264 -0.79403
H 0.42761 -2.80337 -1.81258
C -0.21760 -2.31643 -1.10876
H 1.48391 -0.07471 -0.62184
H -1.84745 -0.61661 0.09819
N 0.02252 -1.15488 -0.54057
H -1.53878 2.38790 1.36519
H 2.66900 1.18573 -0.21553
N -1.73332 1.45382 0.93637
N -0.82657 -0.44709 0.19019
C 0.76727 1.34231 0.66844
C -0.67226 0.87388 0.58051
O 0.76708 2.32365 1.30870
N 1.73940 0.77843 -0.05429
```

SMILES string: [H]/N=C(/NN=C)C(N)=O
E_LUMO (hartree): 0.021
Kohn-Sham gap (eV): 9.60



c:
Below is a 2-piece molecular cluster, C3H6N4O overall, with properties calculated with wB97M-V/def2-TZVPD.

Structure (XYZ):
```
14
Properties=species:S:1:pos:R:3
H 2.35001 -0.61196 0.68872
C -1.28638 -0.64998 0.48161
C -0.27310 -1.22993 -0.17042
H 3.08470 0.93004 0.27941
H -1.39598 -0.83749 1.54031
H -2.71569 0.79936 -1.66402
C 1.10480 0.97336 0.61015
H 1.25144 -1.97608 -1.08272
H -1.24048 1.34272 0.40211
O -1.81185 0.62299 -1.36801
N 0.25665 -2.06871 -0.88908
N 2.26448 0.35592 0.41966
N -1.91371 0.51283 0.05649
N 0.32509 1.83693 0.69578
```

SMILES string: N=C=CNO.N#CN
E_LUMO (hartree): 0.013
Kohn-Sham gap (eV): 8.52



d:
Below is an isolated molecule of C3H6N4O, with properties calculated with wB97M-V/def2-TZVPD.

Structure (XYZ):
```
14
Properties=species:S:1:pos:R:3
C 1.53115 -0.64990 0.10124
C -0.85876 0.62567 0.01885
O -1.32592 1.60891 0.81561
H 1.70632 -0.07760 -0.88129
N -1.69573 -1.34700 -0.39939
H -0.22102 -2.59802 0.33545
N -0.57298 -1.61695 0.26506
C -0.48433 2.00064 -0.27710
H 1.81781 -1.80092 0.14061
H -0.98370 2.43155 -1.07205
N 0.21231 -0.59858 0.70156
H 0.41666 2.38657 0.09953
H 2.25342 -0.21204 0.76991
N -1.79524 -0.15233 -0.61798
```

SMILES string: CN1NN=N[C@]12CO2
E_LUMO (hartree): 0.029
Kohn-Sham gap (eV): 9.18



Which structure is most stable, and how do the rest compare? From most to least stable: b, c, a, d.



a:
Below is an isolated molecule of C3H6N4O, with properties calculated with wB97M-V/def2-TZVPD.

Structure (XYZ):
```
14
Properties=species:S:1:pos:R:3
H -3.66052 -0.19911 -0.71881
N -1.25885 1.14556 1.02653
C 1.67350 -0.53180 0.97304
H 1.72504 -0.12514 1.98978
H 1.00269 -0.77936 -1.61581
C -0.63911 0.41938 0.12831
O -2.58513 0.92080 0.82509
N -1.51897 -0.21679 -0.71118
N 1.46098 0.08341 -1.23933
C -2.66662 0.03947 -0.16633
H 1.21507 -1.52532 0.85924
H 2.71319 -0.52144 0.58566
N 1.14794 0.41899 -0.00614
H 1.39078 0.87134 -1.93005
```

SMILES string: CN(N)c1ncon1
E_LUMO (hartree): 0.036
Kohn-Sham gap (eV): 10.20



b:
Below is an isolated molecule of C3H6N4O, with properties calculated with wB97M-V/def2-TZVPD.

Structure (XYZ):
```
14
Properties=species:S:1:pos:R:3
N -3.00317 -0.32765 0.91012
C -1.80781 -0.77412 1.03325
H 1.53497 -1.19225 2.51441
C -1.02394 -0.22664 0.02514
H 2.56619 -0.06793 1.81187
N -2.93747 0.44902 -0.15573
H 0.88349 0.56048 -0.48193
C 1.56297 -0.47633 1.78592
N -1.73695 0.59858 -0.68554
H 0.90286 0.31619 2.08547
H -1.37351 -1.28338 1.87977
H -3.68385 0.84874 -0.63333
N 0.52156 -0.40984 -0.33760
O 1.13028 -1.15115 0.68207
```

SMILES string: CONc1cn[nH]n1
E_LUMO (hartree): 0.037
Kohn-Sham gap (eV): 10.18



Which structure is most stable, and how do the rest compare? From most to least stable: b, a.



a:
Below is an isolated ion of composition C7H16N and charge +1, with properties calculated with wB97M-V/def2-TZVPD.

Structure (XYZ):
```
24
Properties=species:S:1:pos:R:3
N 1.88603 0.70626 1.26451
C 0.39475 -2.30390 0.43491
H -1.88033 0.28005 -2.20639
H 1.39135 0.99658 2.10016
H -2.76701 -1.09092 -1.68797
H -3.07704 0.50754 -0.91176
H 1.38250 -1.95216 0.10687
C 0.88955 0.85698 0.07523
H 0.48740 -3.37148 0.23141
H 0.57703 3.01928 0.30415
C -1.17929 -0.50611 -0.40255
H -1.13780 1.38505 0.54444
H -1.09143 -2.51740 -1.11004
C -0.67112 -1.75232 -0.47366
H 0.28509 2.33082 -1.27116
H 1.90181 2.68684 -0.71861
H 0.34283 -2.09005 1.50449
H 1.15360 0.10013 -0.65631
H -0.47833 -0.07890 1.49983
H 2.37985 -0.18315 1.35764
C -2.33206 -0.17258 -1.31001
C 0.93918 2.26725 -0.40163
H 2.64444 1.34932 1.03681
C -0.55414 0.46693 0.55762
```

Total charge: +1
SMILES string: C/C=C(/C)C[C@@H](C)[NH3+]
E_LUMO (hartree): -0.128
Kohn-Sham gap (eV): 8.98



b:
Below is a 2-piece molecular cluster, C7H16N overall, with properties calculated with wB97M-V/def2-TZVPD.

Structure (XYZ):
```
24
Properties=species:S:1:pos:R:3
H -0.70243 0.46241 3.10012
C 0.64477 -1.05819 -1.20535
H -0.50835 -1.38785 1.16110
C 1.68059 -2.09383 -0.68340
H -0.24986 1.16578 -2.09480
H 1.33800 -2.61698 0.21593
H -0.54602 0.56407 -0.61815
H 0.36333 0.20206 -2.67239
C -1.89610 1.10397 1.36731
H 1.78415 0.16118 -2.27996
H -1.28219 2.79277 0.32841
H 0.10039 1.49195 1.92240
C -0.60759 0.66301 2.04197
C -2.12600 2.13886 0.54817
H 1.80519 -2.81808 -1.49398
H 1.00211 -0.69054 1.69732
H 2.65259 -1.65091 -0.46008
C 0.40954 0.06858 -0.21877
H -0.33748 -1.50981 -1.34887
C 0.06613 -0.45447 1.17864
H -2.78576 0.67512 1.82817
N 1.12898 -0.60110 -2.51489
H -3.11721 2.56171 0.37374
H 1.18321 0.83029 -0.17263
```

Total charge: +1
E_LUMO (hartree): -0.313
Kohn-Sham gap (eV): 4.94



Which structure is most stable, and how do the rest compare? From most to least stable: a, b.



a:
Below is an isolated molecule of C2H6N2O, with properties calculated with wB97M-V/def2-TZVPD.

Structure (XYZ):
```
11
Properties=species:S:1:pos:R:3
H 1.09990 1.43741 -0.02599
N -0.75372 -0.43851 0.28730
H 1.75142 0.21835 1.21907
H -1.54815 0.45198 -1.33308
H -0.81246 -0.74147 1.24550
C 1.48263 0.42245 0.14286
H 2.36576 0.28228 -0.49216
H 0.76855 -1.41363 -0.52006
N 0.44809 -0.47378 -0.35489
C -1.85259 0.08358 -0.32705
O -2.94944 0.17135 0.15848
```

SMILES string: CNNC=O
E_LUMO (hartree): 0.035
Kohn-Sham gap (eV): 10.81



b:
Below is an isolated molecule of C2H6N2O, with properties calculated with wB97M-V/def2-TZVPD.

Structure (XYZ):
```
11
Properties=species:S:1:pos:R:3
H -1.16059 -1.09909 1.58110
H -0.53971 1.80789 -1.97253
N -0.19343 1.39671 -1.14654
C 0.37168 0.32513 -1.37472
H 1.24551 -1.49698 -0.79048
H 0.23914 -0.11986 2.68191
N 0.54738 -0.74617 -0.52533
C -0.34314 -0.20785 1.64781
H 0.06642 0.04432 -2.47448
O 0.84185 -0.49480 0.87250
H -1.07512 0.59069 1.50075
```

SMILES string: [H]/N=C/NOC
E_LUMO (hartree): 0.033
Kohn-Sham gap (eV): 10.33



c:
Below is an isolated molecule of C2H6N2O, with properties calculated with wB97M-V/def2-TZVPD.

Structure (XYZ):
```
11
Properties=species:S:1:pos:R:3
H -0.43155 0.27528 -1.46767
O 0.97154 -0.74886 -0.45545
N -0.13768 -1.10429 0.03014
H 2.36410 0.70241 -0.22500
H -2.46435 -0.17803 0.75244
H 0.49668 1.23811 -0.28094
C 1.33884 0.52612 0.05512
H -0.15907 -1.22263 1.09531
N -2.20359 0.18973 -0.11429
C -1.00548 -0.21319 -0.48059
H 1.23056 0.53534 1.09091
```

SMILES string: [H]/N=C\NOC
E_LUMO (hartree): 0.032
Kohn-Sham gap (eV): 10.22



Which structure is most stable, and how do the rest compare? From most to least stable: a, b, c.



a:
Below is C2H6N2O as an isolated structure, with properties calculated with wB97M-V/def2-TZVPD.

Structure (XYZ):
```
11
Properties=species:S:1:pos:R:3
H -0.40346 2.07631 0.02421
H 1.28856 2.18218 -0.03280
C -0.49413 -0.65820 -0.06957
N 1.98560 -0.55457 -0.07860
H -2.54593 -0.77614 0.01527
H -0.54284 -1.58203 -0.65698
H -0.42050 -1.00922 1.09955
O -1.79279 0.19780 -0.12507
N 0.50108 1.51361 -0.03150
C 0.86721 0.19980 -0.18450
H 1.55720 -1.58954 0.04000
```

E_LUMO (hartree): 0.011
Kohn-Sham gap (eV): 9.42



b:
Below is a 2-piece molecular cluster, C2H6N2O overall, with properties calculated with wB97M-V/def2-TZVPD.

Structure (XYZ):
```
11
Properties=species:S:1:pos:R:3
H -2.04124 1.50819 1.17538
C 1.96983 -0.34934 -1.04346
H 1.12408 -1.99160 -0.52557
H 2.72686 0.39198 -0.80390
H -0.33239 -0.84489 0.88445
H 1.41847 -0.20325 -1.97586
C -1.39382 0.86585 0.55973
N 1.74074 -1.25043 -0.19330
N -1.10437 -0.28910 1.22879
O -1.01261 1.10242 -0.56076
H -1.21308 -0.33755 2.22888
```

SMILES string: NC=O.C=N
E_LUMO (hartree): 0.039
Kohn-Sham gap (eV): 11.17



Which structure is most stable, and how do the rest compare? From most to least stable: b, a.



a:
Below is an isolated molecule of C2H6N2O, with properties calculated with wB97M-V/def2-TZVPD.

Structure (XYZ):
```
11
Properties=species:S:1:pos:R:3
H 1.98727 -0.87067 1.05504
O 1.14341 0.78165 -0.02296
C 1.87744 -0.42996 0.03324
H -2.75218 0.15169 -0.81370
H -0.47598 1.94756 0.16103
N -0.94116 -0.11720 -0.07216
N -2.29187 -0.01944 0.09938
C -0.16759 0.89205 0.12269
H 1.33944 -1.22224 -0.59809
H 2.81942 -0.20590 -0.43783
H -2.53820 -0.90756 0.47336
```

SMILES string: CO/C=N/N
E_LUMO (hartree): 0.043
Kohn-Sham gap (eV): 9.55



b:
Below is an isolated molecule of C2H6N2O, with properties calculated with wB97M-V/def2-TZVPD.

Structure (XYZ):
```
11
Properties=species:S:1:pos:R:3
C 1.21503 0.84569 0.93297
N 0.13114 0.51922 -0.02442
H 0.09134 -1.50337 0.65184
O -1.38288 0.03504 -1.91098
N -1.39218 -0.81960 -0.73960
H 1.88619 1.33143 0.15368
C -0.43372 -0.64008 0.05780
H 1.77258 -0.00091 1.35185
H 0.74034 1.37388 1.72840
H -1.69156 -1.81461 -0.90376
H -0.93628 0.67331 -1.29779
```

SMILES string: C/N=C/NO
E_LUMO (hartree): 0.034
Kohn-Sham gap (eV): 9.72



Which structure is most stable, and how do the rest compare? From most to least stable: a, b.